(1)
C26H43NO18 | the ωB97M-V functional and the def2-TZVPD basis

Properties
calculated total energy = -65998.2872 eV
orbital gap = 10.24 eV
highest occupied orbital energy = -10.15 eV
SMILES = C[C@H]1COC(=O)O1.C[C@H]1COC(=O)O1.C[C@H]1COC(=O)O1.C[C@H]1COC(=O)O1.COC(=O)OC.COC(=O)OC.CCCC#N
relative energy (zero: lowest compared OMol25 entry of this formula, charge and spin) = 62.89 kcal per mole
LUMO energy = 0.10 eV

Geometry as XYZ:
```
88
Properties=species:S:1:pos:R:3:forces:R:3:mulliken_charge:R:1
C 2.5322 -3.3593 1.4779 -1.5 -1.1 2.1 -0.906
C 2.4552 -4.7353 0.9099 -2.5 -1.2 -0.5 0.390
C 1.0292 -5.2243 0.4919 -1.0 -0.6 1.9 0.095
O 1.0342 -5.4473 -0.8971 1.7 0.4 -0.9 -0.342
C 2.2652 -5.0473 -1.3721 -1.2 1.2 -4.5 0.657
O 2.5082 -4.8923 -2.6101 -0.6 -1.0 5.4 -0.589
O 3.0312 -4.6403 -0.3661 2.1 -0.6 -1.4 -0.332
H 2.2032 -3.4063 2.5559 0.5 0.5 -1.1 0.364
H 1.8982 -2.7013 0.9369 -1.1 0.4 -0.4 -0.106
H 3.4732 -2.9453 1.3219 2.1 0.4 0.4 0.472
H 2.7452 -5.6023 1.5209 1.4 0.7 -0.2 0.298
H 0.2792 -4.5153 0.7939 -0.4 0.7 -0.3 -0.290
H 0.7172 -6.1613 1.0039 0.5 0.4 -0.4 0.355
C 2.2782 4.0857 -3.4051 -1.6 0.9 -1.5 -1.646
C 0.7932 4.2037 -2.9971 0.7 -2.3 0.4 1.035
C 0.5352 4.7407 -1.6371 -1.3 0.9 1.5 0.339
O -0.4028 5.8507 -1.9161 0.7 -1.3 1.8 -0.368
C -0.4048 6.0577 -3.2211 -3.9 6.1 0.3 0.565
O -0.9908 7.0647 -3.6851 1.9 -3.4 0.7 -0.650
O 0.2242 5.1517 -3.8341 1.0 -1.1 -3.7 -0.356
H 2.8442 3.3897 -2.9281 0.9 -2.8 1.5 0.325
H 2.9772 4.9097 -3.3201 -0.9 1.2 0.2 0.420
H 2.2342 3.8527 -4.4551 0.3 -0.3 -0.5 0.419
H 0.1432 3.2487 -3.0791 1.6 1.1 -0.4 -0.009
H 1.4072 5.1757 -1.1761 0.3 0.2 0.2 0.294
H 0.0642 4.0217 -0.9271 0.3 0.6 -0.6 -0.308
C 2.2462 2.3137 1.1049 2.7 1.2 -0.2 -1.519
C 0.9632 1.6747 0.8389 1.0 0.4 -2.7 1.867
C 0.7262 0.5167 1.6559 -0.6 -0.8 0.0 0.045
O -0.0348 1.1027 2.6199 -0.8 -1.1 6.3 -0.329
C -0.6258 2.1917 2.2549 -4.2 1.5 1.4 0.541
O -1.5928 2.7477 2.7689 2.1 -1.2 -0.2 -0.668
O -0.1568 2.5227 1.1109 1.3 1.5 -3.2 -0.220
H 3.0652 1.6207 0.9009 -0.2 -0.6 0.3 0.294
H 2.4712 2.7287 2.1089 -0.6 0.0 -0.6 0.333
H 2.4852 2.9907 0.2779 -0.3 0.7 0.6 0.209
H 0.9882 1.4047 -0.2101 -0.4 0.2 -0.4 -0.572
H 1.5362 -0.0653 2.0039 1.2 0.0 0.7 0.379
H 0.0402 -0.1623 1.3019 -1.1 -2.0 -2.0 -0.347
C -5.7768 -0.5593 2.7669 -1.5 2.2 -0.9 -1.347
C -5.2528 0.8947 2.5269 2.2 -1.8 0.3 0.375
C -4.1258 1.0927 1.3849 -4.4 -0.7 1.1 0.563
O -4.5468 2.4317 1.0369 1.3 0.8 -0.9 -0.329
C -5.8308 2.7017 1.3569 -1.0 0.9 -0.9 0.544
O -6.5108 3.6277 0.9759 1.6 -1.1 0.4 -0.593
O -6.3168 1.7297 2.1299 0.1 -0.3 0.5 -0.365
H -6.3068 -1.0553 1.9109 0.8 0.7 0.5 0.291
H -6.4808 -0.5153 3.5889 -0.4 0.1 0.1 0.427
H -5.0068 -1.1293 3.1439 1.9 -1.5 0.4 0.356
H -4.7048 1.2937 3.4229 -1.1 -0.3 -0.2 0.269
H -4.4708 0.3947 0.6129 0.7 0.3 -0.4 0.149
H -3.1008 0.9047 1.6959 -0.2 0.8 -0.1 -0.388
C -3.0868 -2.9753 0.5209 2.7 -4.6 -0.8 -0.499
O -2.9738 -2.4133 1.7649 2.1 2.2 2.4 -0.269
C -1.7658 -2.1003 2.3169 4.9 -5.2 -5.0 0.582
O -0.4608 -2.6033 1.8589 -7.7 3.0 2.2 -0.448
O -1.9318 -1.4933 3.4009 -1.1 1.0 -0.2 -0.215
C -0.8968 -1.4943 4.3089 3.0 0.6 1.5 -0.655
H -2.1338 -3.0103 -0.0331 -0.5 0.9 0.1 0.012
H -3.9078 -2.6653 -0.0241 -1.4 1.4 -0.9 0.404
H -3.2278 -4.0993 0.6459 -0.2 1.1 0.2 0.227
H 0.1632 -1.5883 3.9259 -1.6 -0.1 -0.2 0.166
H -1.0918 -2.2933 4.9899 0.0 -0.6 0.5 0.360
H -0.9238 -0.5643 4.8479 -0.3 0.4 0.2 0.302
C -2.3658 2.3117 -1.6881 -0.4 1.3 0.8 -0.568
O -1.4028 1.3407 -2.0971 0.5 0.5 0.1 -0.419
C -1.1338 0.2757 -1.4131 -4.0 -4.7 2.8 0.503
O -1.9638 -0.2663 -0.4341 5.4 3.2 -5.1 -0.238
O -0.0928 -0.3693 -2.0711 -2.1 1.1 1.1 -0.292
C 0.4242 -1.5553 -1.4871 0.5 -1.0 1.4 0.002
H -2.2788 2.6347 -0.6411 -0.3 -1.0 0.0 0.172
H -3.3828 2.1377 -2.0301 0.0 -0.9 0.4 0.365
H -2.1338 3.2457 -2.1661 0.7 0.2 -0.8 0.241
H 1.3222 -1.2383 -0.9701 0.6 0.0 -0.1 -0.131
H 0.7192 -2.3903 -2.2071 -0.9 1.4 0.6 0.367
H -0.1978 -1.8873 -0.6261 -0.1 -0.2 -1.0 -0.132
C 5.5462 -1.3863 -1.2841 -1.7 1.4 -0.5 -1.477
C 4.3432 -1.9053 -2.0351 1.7 1.2 -1.7 0.380
C 3.8442 -0.9063 -3.0751 -1.8 -0.2 0.1 -0.555
C 3.2702 0.2607 -2.3821 -1.0 1.0 0.9 0.196
N 2.7982 1.1397 -1.7861 0.8 -1.2 -0.9 -0.345
H 5.7502 -2.1133 -0.5781 1.1 -1.2 1.6 0.465
H 5.2572 -0.4663 -0.8031 0.1 0.4 0.6 0.306
H 6.3852 -1.1323 -1.9051 0.4 -0.3 -0.4 0.359
H 3.5872 -2.3163 -1.4921 -2.4 -0.2 2.4 -0.470
H 4.6432 -2.8193 -2.4291 0.8 -1.5 -1.9 0.542
H 3.0662 -1.2713 -3.8201 1.1 0.2 0.9 0.251
H 4.6772 -0.5003 -3.5791 1.0 0.2 -1.1 0.421
```
Positions in Å, forces in eV/Å.

(2)
C26H44BO52S11 | the ωB97M-V functional and the def2-TZVPD basis

Properties
calculated total energy = -253999.5064 eV
orbital gap = 9.84 eV
total charge = -1
highest occupied orbital energy = -8.97 eV
relative energy (zero: lowest compared OMol25 entry of this formula, charge and spin) = 18.76 kcal per mole
LUMO energy = 0.86 eV

Geometry as XYZ:
```
134
Properties=species:S:1:pos:R:3:forces:R:3:mulliken_charge:R:1
O 2.4442 -0.1168 -0.4909 -0.6 -0.2 0.8 -0.170
C 1.3074 0.0135 -0.0573 4.7 2.8 -2.4 -0.610
O 0.5413 -0.8733 0.3561 -3.1 -1.2 1.1 -0.493
B -0.7972 -0.1744 0.5937 -1.3 -0.5 -0.1 0.084
O -0.5543 1.2843 0.4805 1.6 -0.7 -0.9 -0.326
C 0.6988 1.4247 -0.0181 -0.7 3.4 -0.2 0.677
O 1.1906 2.5264 -0.3538 -1.0 -3.8 1.1 -0.008
O -1.3414 -0.5303 1.8800 -1.5 -0.8 0.1 -0.669
C -2.6265 -0.9935 1.7338 0.7 0.6 -0.6 0.691
O -3.4320 -1.1556 2.5901 0.2 -0.2 0.2 -0.360
C -2.9323 -1.1772 0.1942 1.1 0.6 -0.5 0.345
O -1.7941 -0.6258 -0.4361 -2.0 -1.1 1.1 0.185
O -3.9420 -1.6651 -0.2804 2.5 1.3 0.6 -0.602
C -1.2371 -1.9197 5.4143 0.9 -0.5 -1.1 0.074
C -2.4472 -1.4116 6.0427 -1.2 2.7 -0.5 -0.119
O -3.2866 -2.4765 6.3615 -0.1 -2.2 0.8 -0.459
S -3.0625 -3.7575 5.3007 -0.1 0.8 1.9 0.937
O -4.1131 -3.5899 4.3196 1.6 -1.2 1.1 -0.345
O -2.8080 -5.0099 6.0681 -0.7 3.6 -2.5 -0.576
O -1.6965 -3.0850 4.7307 -0.1 -2.0 -0.6 -0.121
H -0.4042 -2.1236 6.0871 -0.1 -0.4 0.1 0.324
H -0.9127 -1.2490 4.6186 0.2 0.1 0.1 -0.094
H -2.9919 -0.7803 5.3406 0.0 -0.1 -0.5 0.050
H -2.1942 -0.6737 6.8040 -0.3 -0.8 1.0 0.386
C -2.1068 4.8108 1.1177 2.1 2.0 0.5 -0.425
C -0.7414 4.2294 1.4548 -0.4 0.2 -0.8 0.962
O -0.9508 3.3564 2.5543 -0.6 -0.7 2.6 -0.231
S -2.5168 3.2335 3.0936 0.9 -1.3 -2.2 0.858
O -2.9399 4.1632 4.1080 0.8 -0.8 -1.0 -0.596
O -2.8187 1.7808 3.3037 0.7 4.3 -1.2 -0.201
O -2.9374 3.8485 1.5810 -3.9 -2.8 1.6 -0.346
H -2.1696 5.0386 0.0536 -0.5 -0.7 -0.1 0.337
H -2.2420 5.7686 1.6202 -0.3 0.1 0.3 0.333
H -0.0301 5.0107 1.7224 0.2 -0.3 -0.1 0.237
H -0.5010 3.5986 0.5989 0.7 0.2 0.4 -0.745
C 0.8765 -3.4986 2.1733 -0.6 3.1 -1.7 0.349
C 1.8232 -2.4613 2.7913 -1.9 -1.6 1.6 0.179
O 2.9433 -3.2389 2.9635 5.1 -2.8 -0.8 -0.394
S 2.7262 -4.8495 3.2324 -3.2 0.6 0.5 1.079
O 2.7283 -5.0767 4.6647 0.4 0.4 -2.1 -0.573
O 3.3336 -5.7892 2.3338 0.1 1.6 0.8 -0.485
O 1.1079 -4.7062 2.7332 1.8 -2.2 1.8 -0.432
H 1.1407 -3.4971 1.1158 -0.3 -0.2 -0.4 0.362
H -0.1526 -3.1629 2.3012 -0.1 -0.4 0.0 -0.188
H 1.6173 -2.3947 3.8596 -1.3 1.7 -0.1 0.303
H 1.9830 -1.5616 2.1971 0.1 -0.3 0.3 -0.104
C 5.1862 -2.7816 -4.3694 -1.4 1.0 -0.7 -0.392
C 5.1202 -1.2448 -4.6137 0.6 -0.3 -0.2 -0.678
O 4.1164 -0.7613 -3.7386 -1.5 0.0 0.7 0.088
S 2.8285 -1.7981 -3.8831 0.8 0.6 -2.4 0.781
O 2.3848 -1.7521 -5.3063 0.8 -0.2 3.7 -0.621
O 1.8622 -1.5659 -2.8054 2.8 -1.2 -2.2 -0.084
O 3.8887 -3.1029 -3.7785 -1.3 0.5 0.6 -0.389
H 5.9938 -3.0701 -3.6966 -0.4 -0.1 0.1 0.321
H 5.2643 -3.2733 -5.3390 0.0 -0.3 0.2 0.305
H 4.8383 -0.9188 -5.6148 0.1 -0.5 -0.2 0.420
H 6.1070 -0.8334 -4.4014 -0.4 0.5 0.4 0.341
C 2.1158 5.5985 -1.0261 0.1 0.8 -0.5 0.203
C 3.1092 5.3526 0.1541 -3.4 -3.6 -0.4 0.843
O 3.3815 6.5339 0.6895 0.7 5.0 1.1 -0.480
S 2.2283 7.7466 0.3737 1.6 0.3 -0.2 1.063
O 2.9754 8.9857 0.1136 -1.7 -3.0 0.3 -0.559
O 1.1748 7.7545 1.3561 1.2 -0.2 -0.8 -0.504
O 1.6950 6.9971 -0.9394 0.9 1.2 0.6 -0.385
H 1.1144 5.1758 -1.1078 0.6 -1.2 0.4 -0.174
H 2.7113 5.4786 -1.9312 -0.4 0.2 -0.3 0.250
H 3.9297 4.7070 -0.1590 0.5 0.8 -0.2 -0.403
H 2.5981 4.7740 0.9236 -0.2 -0.5 0.0 0.207
C -6.5556 1.1113 1.0920 -0.4 -0.4 0.9 0.019
C -6.4332 0.6441 2.5443 0.7 -0.7 -0.3 -0.046
O -7.3864 1.3600 3.3456 -0.4 0.2 -0.1 -0.314
S -8.4403 2.1515 2.4552 -1.7 2.3 0.1 1.061
O -8.0723 3.5805 2.4560 -0.5 -3.0 -0.3 -0.545
O -9.8538 1.8707 2.8299 4.0 -0.1 -1.4 -0.555
O -7.9718 1.4235 1.0334 -0.7 0.9 0.7 -0.391
H -6.3505 0.2420 0.4672 -0.3 0.2 -0.2 0.152
H -5.8900 1.9226 0.7974 -0.4 0.3 0.1 0.270
H -5.4305 0.7432 2.9600 -0.2 0.3 0.1 0.066
H -6.6998 -0.4128 2.5503 -0.1 0.0 0.3 0.255
C 0.8629 3.0383 -3.5973 -0.1 -0.8 0.0 0.610
C 0.1166 3.7205 -4.7179 0.2 1.5 0.3 -0.400
O -1.2561 3.5532 -4.4553 -2.2 -0.2 -1.3 -0.439
S -1.5535 3.3933 -2.9079 -1.3 1.2 -1.0 1.242
O -2.8076 2.6077 -2.7060 4.4 2.3 -0.2 -0.555
O -1.3613 4.7767 -2.3899 -0.5 -3.4 0.1 -0.656
O -0.2185 2.5172 -2.8308 -0.4 -1.3 2.9 0.070
H 1.5006 3.6962 -3.0069 -0.3 -0.1 0.0 -0.725
H 1.4591 2.1999 -3.9575 -0.1 -0.1 0.4 0.124
H 0.3124 3.3219 -5.7134 0.1 0.4 0.1 0.291
H 0.3005 4.7742 -4.5085 0.2 0.3 -1.3 0.358
C 6.3265 2.8859 -0.3724 0.3 0.4 1.1 -0.583
C 5.4608 1.6543 -0.1800 0.4 0.9 1.1 0.108
O 5.5245 1.1454 -1.4549 -1.5 -0.9 -4.1 -0.233
S 5.0090 2.3281 -2.5530 -1.2 -0.4 0.6 0.755
O 3.5529 2.5933 -2.3780 4.1 -0.3 0.0 -0.143
O 5.4379 2.0737 -3.9474 -0.1 0.7 4.0 -0.598
O 5.9698 3.4578 -1.6368 -1.4 -0.8 -1.8 -0.405
H 7.3747 2.5901 -0.3301 0.1 -0.1 -0.7 0.341
H 6.2485 3.6309 0.4194 -0.5 0.2 -0.2 0.364
H 4.4421 1.8477 0.1564 -0.1 0.0 -0.1 -0.092
H 5.9373 0.9248 0.4749 0.0 0.1 0.0 0.397
C -4.3660 -5.0056 0.7707 0.5 0.8 -0.3 0.259
C -5.4630 -4.0843 0.3748 -0.9 1.0 -2.2 0.000
O -6.7201 -4.7610 0.5393 -1.2 -1.2 1.2 -0.436
S -6.6629 -5.8845 1.7699 1.8 2.1 0.3 1.059
O -7.2876 -7.1502 1.3970 1.3 2.6 0.5 -0.530
O -6.9033 -5.2712 3.0906 0.0 -1.6 -3.1 -0.478
O -5.0222 -5.8945 1.5661 -1.0 -3.7 3.2 -0.383
H -3.6079 -4.4005 1.2680 0.0 -0.3 0.7 -0.075
H -3.8399 -5.5662 -0.0020 -0.4 0.1 -0.4 0.198
H -5.3834 -3.9462 -0.7034 -0.3 0.5 0.0 0.300
H -5.4718 -3.1048 0.8530 0.0 -0.4 0.3 0.102
C 5.9650 -2.2480 -0.4740 -0.6 1.5 0.3 0.546
C 4.6419 -2.7641 0.0408 -0.9 0.9 -0.5 0.296
O 4.6400 -4.1684 -0.1832 2.4 -1.2 0.5 -0.293
S 6.2200 -4.6834 0.1694 0.5 0.5 3.2 1.113
O 6.7078 -5.7372 -0.6756 -1.1 1.3 0.4 -0.565
O 6.4445 -4.8125 1.6381 -1.1 0.4 -3.9 -0.553
O 6.9159 -3.2490 -0.2629 0.1 -1.5 -0.1 -0.369
H 6.1965 -1.3506 0.0997 0.4 -0.1 0.3 -0.060
H 5.9166 -1.8726 -1.4962 0.1 -0.7 -0.4 -0.132
H 3.8330 -2.3111 -0.5324 -0.1 -0.3 -0.1 -0.168
H 4.4627 -2.4611 1.0724 0.2 -0.6 0.3 0.045
C -1.6185 -0.6383 -3.4708 -2.4 -2.0 0.4 0.642
C -0.6136 -1.0835 -4.5127 1.0 0.1 2.4 0.472
O -1.2132 -0.9281 -5.7567 0.3 -0.7 -2.5 -0.361
S -2.7883 -1.1655 -5.6717 -0.8 -1.5 1.8 1.008
O -3.1289 -2.5609 -5.3181 1.1 2.9 -0.6 -0.572
O -3.5102 -0.6127 -6.8051 1.8 0.0 2.3 -0.552
O -2.7290 -0.2620 -4.2834 -2.7 1.4 -1.6 -0.303
H -1.3107 0.0427 -2.6773 -0.2 0.8 -0.9 -0.445
H -2.1348 -1.4240 -2.9193 1.1 -0.7 0.4 0.214
H -0.3125 -2.1059 -4.2843 0.2 0.1 -0.5 0.162
H 0.1837 -0.3674 -4.3136 0.5 -0.4 -1.3 -0.177
```
Positions in Å, forces in eV/Å.